(1)
# C36H32CdF3N3O6PS3

A structure of composition C36H32CdF3N3O6PS3 (wB97M-V/def2-TZVPD, the Open Molecules 2025 dataset).

The calculation puts the relative energy (zero: lowest compared OMol25 entry of this formula, charge and spin) at 0.4890 eV. The spin multiplicity is 1. As for the charge: -1. The value obtained for the largest force on an atom is 0.49 eV/A. For the gap between HOMO and LUMO, the calculation gives 7.72 eV.

```
85
Properties=species:S:1:pos:R:3:forces:R:3
Cd 0.050335 -0.393392 0.419615 0.206 -0.082 -0.431
O 1.534935 2.302079 2.461113 -0.152 0.156 0.151
S 0.847020 1.294696 3.277046 0.052 -0.181 0.187
O 1.412687 1.083057 4.582419 -0.038 0.030 -0.068
O 0.678760 0.033811 2.523938 -0.040 0.013 -0.079
C -0.779445 1.978969 3.520598 0.015 0.055 0.026
C -1.265206 1.994946 4.817575 0.084 -0.057 0.047
C -2.490267 2.574341 5.096140 -0.082 0.031 -0.011
C -3.219677 3.160561 4.074825 0.038 -0.025 0.013
C -2.733329 3.134910 2.777350 0.063 -0.022 0.025
C -1.513616 2.533533 2.470941 -0.177 0.084 -0.088
P -0.948242 2.404850 0.722166 -0.114 -0.252 0.031
C -0.218002 4.050782 0.386592 0.074 0.035 0.020
C 1.111934 4.116758 -0.014598 -0.036 0.001 -0.112
C 1.707901 5.344301 -0.279428 0.013 -0.031 0.006
C 0.979882 6.514244 -0.139136 0.000 0.027 -0.007
C -0.351352 6.457658 0.256905 -0.016 -0.004 0.001
C -0.946427 5.233480 0.513997 0.087 -0.028 0.038
C -2.518274 2.503816 -0.224180 0.028 0.122 -0.065
C -2.542690 3.187257 -1.440914 -0.023 -0.006 0.014
C -3.666298 3.151954 -2.255488 0.018 0.011 0.001
C -4.784279 2.431599 -1.863506 -0.024 0.008 -0.028
C -4.771383 1.750340 -0.654843 0.001 -0.031 0.064
C -3.649669 1.783162 0.160356 0.024 -0.052 -0.055
H -0.664614 1.548449 5.598776 -0.017 0.015 -0.037
H -2.871541 2.565826 6.109145 -0.003 0.015 0.003
H -4.175531 3.626497 4.279204 -0.005 -0.001 0.006
H -3.332755 3.562719 1.985592 0.004 0.029 -0.004
H 1.681347 3.202163 -0.125708 -0.083 0.127 -0.029
H 2.744195 5.381413 -0.593769 -0.019 0.001 -0.006
H 1.445198 7.471436 -0.340954 -0.006 -0.004 0.003
H -0.926750 7.369247 0.363940 0.009 -0.008 -0.002
H -1.986065 5.196452 0.809992 -0.055 -0.010 0.036
H -1.676929 3.756806 -1.758776 -0.004 0.000 -0.002
H -3.663911 3.687939 -3.197262 0.001 -0.004 0.014
H -5.661108 2.398665 -2.499100 0.013 -0.006 0.009
H -5.632981 1.170554 -0.344246 0.019 0.012 -0.010
H -3.644726 1.232267 1.091631 0.008 -0.013 -0.003
F -1.210106 -4.126159 -4.313709 0.000 -0.016 -0.001
C -0.015427 -3.551856 -4.021725 -0.032 0.006 -0.013
F 0.696688 -3.593936 -5.181802 -0.027 -0.017 -0.014
F 0.604547 -4.359468 -3.171193 0.055 -0.023 0.018
C -0.196316 -2.131296 -3.569241 0.021 0.075 -0.032
C -0.559458 -1.240875 -4.567386 0.029 -0.003 0.015
C -0.771998 0.096058 -4.281192 -0.004 0.034 0.049
C -0.615786 0.483897 -2.960724 -0.013 -0.039 -0.054
N -0.279587 -0.354417 -1.996194 -0.037 0.047 0.077
C -0.056700 -1.670986 -2.238661 -0.034 -0.046 0.009
S 0.393130 -2.607939 -0.865791 -0.015 -0.027 0.076
H -0.668724 -1.605581 -5.581317 0.003 0.004 0.001
H -1.053257 0.808613 -5.043063 0.000 -0.012 0.000
H -0.771322 1.512177 -2.655992 -0.005 0.024 -0.001
C -8.152348 -3.492691 0.162256 -0.016 -0.013 -0.007
C -6.796468 -2.989807 0.581343 0.026 0.008 0.001
C -5.634873 -3.652535 0.190672 -0.027 0.006 -0.001
C -4.384500 -3.178468 0.554794 0.007 -0.020 -0.031
C -4.284991 -2.026494 1.320193 0.040 -0.013 -0.042
C -5.427544 -1.355892 1.724215 -0.019 0.022 0.017
C -6.675189 -1.839221 1.354788 0.007 -0.013 -0.004
S -2.673611 -1.394908 1.732427 -0.100 0.044 0.078
O -1.861779 -2.523057 2.122223 -0.014 0.022 0.010
O -2.887663 -0.375205 2.742603 -0.080 0.015 -0.001
O -2.230547 -0.798734 0.442018 0.239 0.118 0.169
H -8.106340 -4.536214 -0.150711 0.002 0.013 0.005
H -8.543047 -2.912537 -0.677615 0.007 -0.004 0.009
H -8.873063 -3.414177 0.977896 0.007 0.004 -0.008
H -5.711935 -4.554348 -0.407162 0.000 0.010 0.010
H -3.480720 -3.693644 0.252086 -0.014 0.013 0.013
H -5.325890 -0.467038 2.334937 0.001 -0.027 -0.001
H -7.569488 -1.317176 1.679236 0.004 -0.006 -0.004
C 4.887836 2.872932 0.719784 0.018 -0.003 0.025
C 4.128550 1.822282 -0.019220 -0.069 -0.056 -0.048
C 4.387600 1.143663 -1.192520 0.013 0.024 -0.078
C 3.278800 0.296710 -1.393366 0.059 -0.017 0.014
N 2.407702 0.441496 -0.400060 -0.114 0.192 0.127
N 2.941169 1.374504 0.412086 0.294 -0.258 -0.202
C 3.057383 -0.652340 -2.523929 0.004 -0.032 0.011
H 5.921993 2.899810 0.379909 -0.005 -0.006 -0.007
H 4.880500 2.679005 1.793023 -0.012 0.003 -0.017
H 4.452823 3.862462 0.562135 -0.006 -0.019 0.010
H 5.258207 1.239231 -1.820911 -0.009 -0.011 0.001
H 2.430758 1.672856 1.249070 -0.032 0.030 0.172
H 3.995117 -0.834174 -3.048804 0.006 0.012 0.000
H 2.340170 -0.252372 -3.244589 -0.012 -0.006 0.014
H 2.671947 -1.601383 -2.152248 -0.013 0.001 -0.020
```
Forces are in eV/Å.

(2)
# C36H32N4O2RhS2

A structure of composition C36H32N4O2RhS2 at a distorted geometry (wB97M-V/def2-TZVPD, the Open Molecules 2025 dataset).

The spin multiplicity is 5. As for the charge: -1. The value obtained for the largest force on an atom is 3.96 eV/A. For the gap between HOMO and LUMO (alpha / beta), the calculation gives 6.45 / 7.16 eV.

```
77
Properties=species:S:1:pos:R:3:forces:R:3
Rh -1.382406 -1.643990 0.394197 0.955 1.526 -0.690
C 0.731929 -1.697775 4.575640 0.208 1.390 0.609
C -0.272537 -1.810515 3.467413 -1.424 -0.732 1.044
N -0.215653 -1.210521 2.353830 0.841 0.749 -0.884
N 0.913309 -0.367165 2.107267 -0.822 -0.787 0.225
C 1.423955 -0.587972 0.951965 1.326 0.309 -0.027
S 1.125325 -1.793059 -0.240712 -0.886 -0.113 0.301
S 2.731010 0.611976 0.542646 0.032 0.336 0.445
C 4.150473 -0.397765 0.023870 -0.506 -0.950 1.343
C 4.800959 -1.264562 1.107631 0.710 1.338 -0.251
C 5.600588 -0.615584 2.127316 -2.400 -0.105 -3.082
C 6.313039 -1.393268 2.944904 0.578 -2.121 0.276
C 6.230291 -2.810378 2.866565 -0.035 0.846 -0.302
C 5.443575 -3.409825 1.899468 0.341 -0.618 0.578
C 4.796651 -2.642743 0.959776 -0.368 1.567 1.018
C -1.500127 -2.684607 3.734476 0.671 0.005 -0.895
C -2.000138 -2.927855 5.031177 2.053 0.829 -0.886
C -2.989748 -3.817141 5.249514 -2.478 -0.402 2.769
C -3.667772 -4.449850 4.239288 0.726 -0.933 -2.331
C -3.160956 -4.276189 2.949768 -0.174 0.532 0.504
C -2.108594 -3.387326 2.638076 -0.051 0.406 0.792
O -1.795614 -3.270210 1.367340 -0.612 -1.479 0.968
H 1.761763 -1.538855 4.220677 -0.429 -0.348 0.005
H 0.635409 -2.531845 5.264511 0.270 -0.160 -0.146
H 0.513442 -0.775471 5.190664 0.049 -0.751 -0.634
H 4.888976 0.265417 -0.379549 0.220 0.603 -0.289
H 3.789652 -1.046322 -0.742746 -0.125 -0.425 -0.768
H 5.612542 0.471419 2.069629 0.177 -0.187 0.437
H 7.031695 -0.961256 3.575772 0.724 0.463 1.113
H 6.859953 -3.370647 3.526592 0.018 -0.426 0.324
H 5.259353 -4.478210 1.824192 0.540 -0.019 0.293
H 4.192135 -3.108795 0.228335 -0.505 -0.274 -0.809
H -1.505941 -2.458775 5.879311 -0.185 0.067 -0.124
H -3.429094 -3.928436 6.271819 0.737 0.087 -0.733
H -4.470660 -5.186505 4.360180 0.234 0.534 0.345
H -3.579760 -4.705245 2.067668 -0.484 -0.569 -0.285
N -2.535099 -2.366020 -2.094900 -0.391 -0.400 0.428
C -1.613718 -1.965626 -2.659936 2.070 0.952 -1.530
N -0.580886 -1.402994 -3.343481 -0.907 -1.080 1.238
C 0.535040 -2.107386 -3.946802 0.231 -1.025 0.098
C 1.835840 -1.351991 -3.716741 -0.799 -0.780 -0.590
O 1.705761 -0.062404 -4.318625 0.468 -0.341 -0.223
C 0.736797 0.651718 -3.547158 1.612 -0.575 2.190
C -0.613624 0.006716 -3.602445 -0.679 1.065 -2.970
H 0.413578 -2.191999 -5.022952 -0.323 0.148 -0.415
H 0.648106 -3.150417 -3.601782 -0.354 0.526 0.328
H 2.609655 -2.018453 -4.143826 0.056 1.027 -0.206
H 1.971829 -1.300765 -2.647450 0.369 0.379 0.397
H 0.787740 1.727274 -3.735311 -0.359 -0.295 -0.552
H 1.116167 0.538124 -2.503950 -0.451 0.360 -0.218
H -0.974316 0.177702 -4.698497 0.113 -0.236 1.598
H -1.268027 0.490822 -2.911740 -0.576 0.348 0.404
C -2.101744 0.263668 -0.002435 -0.235 -0.256 -0.326
C -2.390667 1.346935 -0.531449 0.012 -0.041 0.148
C -2.405795 2.599940 -1.116978 -0.006 0.824 0.227
C -1.075244 3.147087 -1.507939 0.539 -0.217 0.355
C 0.138414 2.879169 -0.794229 -0.281 0.057 -0.169
C 1.383447 3.474328 -1.095658 -2.183 -0.265 0.026
C 1.458947 4.297415 -2.200787 -0.279 -0.203 -0.635
C 0.297005 4.455957 -2.954963 -0.583 0.679 -1.987
C -0.973117 3.925115 -2.662250 3.293 -0.075 2.203
C -3.646097 3.450966 -1.252220 1.116 -0.348 -0.117
C -3.617228 4.851455 -1.108414 -0.497 -1.176 -0.449
C -4.735654 5.609353 -1.331329 -0.812 -0.179 0.534
C -5.968444 5.021977 -1.563668 -0.636 -0.772 0.253
C -6.041764 3.619127 -1.565210 0.348 0.343 -0.734
C -4.878049 2.855841 -1.512806 0.129 -0.648 0.335
H 0.092185 2.146099 0.004645 -0.076 0.199 0.179
H 2.190597 3.315844 -0.429208 0.763 -0.324 0.313
H 2.408991 4.700714 -2.569278 -0.445 0.014 0.293
H 0.382523 4.989117 -3.927188 -0.008 -0.167 0.786
H -1.830058 4.087985 -3.199760 -1.693 0.604 -1.617
H -2.752939 5.326080 -0.769340 1.475 0.626 0.283
H -4.739938 6.649554 -1.110567 0.328 0.841 -0.172
H -6.874977 5.645628 -1.631492 0.513 -0.454 -0.030
H -6.979030 3.111101 -1.706499 -0.309 -0.024 -0.030
H -4.843219 1.755093 -1.613829 -0.480 0.695 0.101
```
Forces are in eV/Å.